Density functional theory data (the ωB97M-V functional and the def2-TZVPD basis) for a molecular structure, C34H21Br2Cl2N7O4S5Tl.

Properties
LUMO energy	1.759	eV
multiplicity	1
charge	-1
gap between HOMO and LUMO	7.0	eV

XYZ file:
```
76
C34H21Br2Cl2N7O4S5Tl the ωB97M-V functional and the def2-TZVPD basis
Tl 0.15822 0.30117 0.18725
Cl 0.19834 5.69420 4.22356
C 0.10647 4.02125 3.76179
C -0.50999 3.69910 2.56403
C -0.61439 2.37278 2.16837
N -1.11829 1.97711 0.91408
C -2.09095 2.69543 0.32832
O -2.77462 3.56294 0.86441
C -2.35665 2.40059 -1.13231
C -3.30552 3.19107 -1.77512
C -3.52838 3.00500 -3.12414
C -2.77892 2.04774 -3.79137
C -1.85624 1.31568 -3.06802
N -1.65001 1.46416 -1.75874
C -0.07431 1.34995 2.98354
C 0.54103 1.69298 4.18461
C 0.62424 3.02087 4.56837
Cl 1.39607 3.40030 6.07832
N -0.11779 0.07525 2.43078
C 0.12741 -1.03349 3.14317
O 0.28339 -1.12792 4.35840
C 0.15320 -2.30269 2.31740
C 0.54479 -3.48710 2.92513
C 0.58458 -4.63869 2.16245
C 0.20754 -4.57227 0.82958
C -0.17034 -3.34681 0.30935
N -0.18769 -2.23207 1.03397
H -0.92421 4.48387 1.95020
H -3.82858 3.93033 -1.18738
H -4.25856 3.60524 -3.65206
H -2.89293 1.86297 -4.85098
H -1.23966 0.59352 -3.57881
H 0.95064 0.92113 4.81482
H 0.82500 -3.46005 3.96718
H 0.91259 -5.57472 2.59615
H 0.22300 -5.44585 0.19223
H -0.46915 -3.24902 -0.72651
Br 1.18962 3.12597 -2.58693
C 1.09839 4.30282 -1.06561
Br -0.36202 5.55551 -1.15862
H 2.01892 4.86774 -1.02254
H 0.95146 3.69886 -0.17867
O 3.78582 -2.82986 2.28303
S 4.04519 -2.11235 1.06889
O 4.25401 -2.85959 -0.13730
N 2.88093 -0.96176 0.83548
C 3.35839 0.24085 0.95080
S 2.42375 1.65139 0.78498
C 4.82039 0.31664 1.25491
C 5.61580 1.43069 1.45651
C 6.96380 1.23059 1.72604
C 7.50006 -0.05226 1.78780
C 6.69871 -1.17058 1.58859
C 5.36387 -0.95109 1.32403
H 5.18626 2.42258 1.40776
H 7.60859 2.08417 1.89077
H 8.55465 -0.18002 1.99608
H 7.10497 -2.17216 1.63627
S -2.40251 -2.31622 -6.05327
C -1.66150 -2.03522 -4.60023
S 0.02144 -1.58904 -4.45335
C -0.16807 -1.39977 -2.72743
N -1.35017 -1.68547 -2.30537
N -2.18252 -2.02825 -3.34877
C -3.54400 -2.27122 -2.98878
C -4.24908 -3.32919 -3.54217
C -5.56066 -3.54246 -3.14528
C -6.15566 -2.71435 -2.20534
C -5.43406 -1.66566 -1.65241
C -4.12444 -1.43791 -2.04178
S 1.16798 -0.96266 -1.71971
H -3.77822 -3.96840 -4.27268
H -6.11690 -4.36689 -3.57241
H -7.17937 -2.88830 -1.89963
H -5.88842 -1.01955 -0.91276
H -3.54474 -0.63149 -1.61289
```

The net atomic charges from Mulliken, expressed in e, are: 1.582, -0.257, -0.091, -0.272, -0.270, -0.130, 0.091, -0.735, 0.388, -0.420, -0.687, -0.844, -0.813, 0.699, -0.125, -0.720, 0.121, -0.245, -0.018, 0.400, -0.803, 0.306, -0.596, -0.333, -0.878, -0.033, 0.020, 0.574, 0.557, 0.432, 0.541, 0.538, 0.622, 0.494, 0.407, 0.440, 0.289, -0.098, 0.559, -0.164, 0.526, -0.775, -0.635, 1.057, -0.683, -0.142, 1.367, -0.686, -0.286, -0.640, -0.675, -0.469, -0.683, 0.178, 0.433, 0.386, 0.385, 0.442, -0.339, 0.269, -0.161, 0.077, -0.241, 0.409, 0.135, -0.564, -0.627, -0.415, -0.873, 0.128, -0.466, 0.415, 0.363, 0.382, 0.419, 0.457

=====

Density functional theory data (the ωB97M-V functional and the def2-TZVPD basis) for a molecular structure, C34H22BiN8O2S2.

Properties
LUMO energy	-3.685	eV
multiplicity	1
charge	+1
gap between HOMO and LUMO	6.6	eV

XYZ file:
```
69
C34H22BiN8O2S2 the ωB97M-V functional and the def2-TZVPD basis
Bi -0.11264 -0.17502 -0.00871
C 10.70643 8.71082 -1.60462
O 9.99177 8.47834 -0.40006
C 8.98155 7.59872 -0.41544
C 8.30527 7.41756 0.79541
C 7.24821 6.54366 0.87727
C 6.82560 5.81895 -0.24439
C 7.51110 5.99924 -1.44433
C 8.57553 6.87497 -1.53614
C 5.69607 4.90716 -0.19611
N 5.23711 4.20822 -1.21476
C 4.18156 3.50067 -0.73547
C 3.98008 3.76410 0.61057
N 4.95810 4.66400 0.93683
C 2.93249 3.17332 1.35691
C 2.67522 3.40509 2.71958
C 1.59088 2.81589 3.31652
C 0.77479 1.98086 2.55029
N 1.02480 1.71417 1.28442
C 2.07487 2.28081 0.66684
C 2.29624 1.96436 -0.72442
N 1.49027 1.06294 -1.34453
C 1.66582 0.80207 -2.62963
C 2.65284 1.41485 -3.40056
C 3.50344 2.30535 -2.79871
C 3.33953 2.59106 -1.43777
H 11.45869 9.45351 -1.36024
H 10.04954 9.09807 -2.38668
H 11.19276 7.79935 -1.95928
H 8.62796 7.98350 1.65892
H 6.74907 6.43135 1.83243
H 7.19006 5.43814 -2.31116
H 9.08109 6.99378 -2.48416
H 5.10159 5.09562 1.83198
H 3.33243 4.04355 3.29588
H 1.36551 2.98554 4.35952
H -0.10924 1.52108 2.97967
H 1.00272 0.07193 -3.07080
H 2.73933 1.17051 -4.44916
H 4.30282 2.79956 -3.33526
S -1.12021 -0.99996 -2.17079
C -2.01734 0.42981 -2.68082
C -2.39545 0.48838 -4.02061
C -3.14942 1.54590 -4.50356
C -3.49794 1.60664 -5.88945
N -3.76063 1.64879 -7.00684
C -3.55955 2.56043 -3.62198
C -3.17956 2.50571 -2.29052
C -2.38599 1.46414 -1.81497
S -1.88214 1.57788 -0.12798
C -4.34421 3.66031 -4.09194
N -4.96235 4.55448 -4.46291
H -2.09590 -0.30582 -4.69090
H -3.49159 3.28753 -1.61149
N 2.41120 -6.42404 4.54470
C 2.90313 -5.84435 3.42546
O 3.96798 -6.14830 2.93186
C 2.05762 -4.76100 2.79845
C 2.37023 -4.39868 1.49371
C 1.66417 -3.37291 0.89631
N 0.69464 -2.69728 1.51619
C 0.39499 -3.04965 2.76370
C 1.04091 -4.06946 3.44484
H 2.94585 -7.16142 4.97169
H 1.48497 -6.25316 4.88808
H 3.16392 -4.92081 0.97799
H 1.88059 -3.07142 -0.12475
H -0.40209 -2.48767 3.23943
H 0.75049 -4.28327 4.46434
```

The net atomic charges from Mulliken, expressed in e, are: 1.188, -0.849, -0.456, 0.933, -0.802, -0.454, 0.380, -0.821, -0.420, 0.276, -0.808, 0.607, 0.087, -0.133, 0.237, -0.457, -0.948, -0.278, -0.204, 0.243, 0.107, -0.190, 0.046, -1.123, -0.383, 0.393, 0.245, 0.349, 0.347, 0.424, 0.251, 0.474, 0.403, 0.175, 0.438, 0.445, 0.436, 0.501, 0.455, 0.616, -0.462, 0.530, -0.785, 0.486, -0.267, -0.439, 0.528, -0.888, 0.675, -0.457, -0.264, -0.443, 0.542, 0.533, -0.343, 0.351, -0.594, 0.793, -0.666, -0.104, -0.312, -0.547, -0.543, 0.238, 0.168, 0.458, 0.372, 0.387, 0.320

=====

Computed values of calculated total energy (unit: eV) for the preceding records, in sequence: -278223.5049, -79138.2168.